[1]
{
  "formula": "C3H7N",
  "method": "ωB97M-V with the def2-TZVPD basis set",
  "elements": ["N", "C", "C", "C", "H", "H", "H", "H", "H", "H", "H"],
  "coordinates": [[-0.1088, -0.1309, -0.8988], [1.0320, -0.6000, -0.0207], [-1.3797, -0.0419, -0.0230], [0.7603, 0.7531, -0.0391], [0.8038, -1.0744, 0.9771], [-1.7936, -0.9771, -0.5101], [-1.2653, -0.3700, 1.0264], [-2.0396, 0.9284, -0.1301], [0.5503, 1.2234, 0.8309], [1.3777, 1.3291, -0.8067], [2.0628, -1.0399, -0.4058]],
  "atomic_forces_ev_per_a": [[-0.13, 1.89, 4.16], [2.18, -4.41, 0.93], [-1.27, -2.64, -2.32], [3.30, 2.80, -6.01], [-0.13, 0.10, -1.31], [-1.33, 1.30, 0.86], [0.38, 0.74, -0.28], [1.66, -2.03, -0.08], [-1.58, 1.63, 2.25], [-0.45, -0.24, 1.70], [-2.65, 0.87, 0.09]],
  "lowdin_charge": [-0.07, -0.23, -0.14, -0.27, 0.11, 0.08, 0.06, 0.11, 0.07, 0.13, 0.14],
  "total_energy_ev": -4711.2082,
  "mol_weight_g_mol": 57.10
}

=====

[2]
{
  "formula": "C21H21Br2GaNO6Se",
  "method": "ωB97M-V with the def2-TZVPD basis set",
  "elements": ["Br", "Br", "Se", "Ga", "O", "O", "O", "O", "O", "O", "N", "C", "C", "C", "C", "C", "C", "C", "C", "C", "C", "C", "C", "C", "C", "C", "C", "C", "C", "C", "C", "C", "H", "H", "H", "H", "H", "H", "H", "H", "H", "H", "H", "H", "H", "H", "H", "H", "H", "H", "H", "H", "H"],
  "coordinates": [[2.1419, 1.8181, 3.1493], [3.0829, 5.6976, -0.8546], [2.0809, -2.5704, -2.7170], [0.9067, -1.0165, -0.8664], [2.5039, -2.0480, -1.1316], [0.5130, -1.8933, -2.5867], [1.5888, 0.0308, 0.6550], [2.9518, -1.7696, -3.8488], [2.0564, -4.1956, -2.8289], [-0.8155, -1.1518, -0.1879], [1.4925, 0.7286, -1.8694], [-1.2308, 1.8417, -0.8516], [2.5537, 3.5571, 0.9209], [2.2577, 2.9799, -1.3995], [-1.2243, -0.8252, 1.0540], [-1.1595, -1.7697, 2.0983], [1.8521, 2.2345, -3.6581], [1.9082, 1.6897, -0.9856], [-1.8260, -3.9371, 0.9386], [-0.8410, -3.2521, 1.8980], [0.6134, -3.5531, 1.4742], [-1.9052, -0.0576, 3.6600], [1.4638, 0.9778, -3.1601], [2.5906, 3.9175, -0.3918], [-2.0973, 0.8084, 2.5931], [2.2259, 3.2209, -2.7944], [-3.4507, 0.7050, -0.5775], [-2.2711, 1.3717, 0.1650], [-1.4782, -1.3509, 3.3923], [-1.7941, 0.4424, 1.2834], [1.8982, 1.2635, 0.3878], [2.2061, 2.2480, 1.3136], [-3.0946, -0.1838, -1.1185], [-2.1145, 0.2608, 4.6780], [-0.8051, 1.0049, -1.3923], [0.7233, -3.5406, 0.3963], [-1.3950, -2.0738, 4.2067], [-4.2292, 0.3883, 0.1275], [-0.4259, 2.4034, -0.3675], [-3.9006, 1.3959, -1.3039], [0.9084, -4.5587, 1.7872], [2.5002, 4.2017, -3.1654], [1.8387, 2.4044, -4.7276], [-2.8570, -3.8407, 1.3005], [1.1278, 0.1788, -3.8018], [2.7971, 4.2823, 1.6810], [-1.5888, -5.0058, 0.8471], [-2.4930, 1.8077, 2.7725], [-1.7071, 2.5043, -1.5833], [-2.6493, 2.2590, 0.6653], [1.3250, -2.8438, 1.9038], [-0.9911, -3.6978, 2.8762], [-1.7644, -3.4888, -0.0553]],
  "atomic_forces_ev_per_a": [[0.01, 0.01, -0.03], [-0.03, -0.10, 0.00], [0.31, -0.52, -0.43], [0.00, 0.43, 0.33], [-0.08, -0.30, -0.40], [0.40, -0.18, -0.14], [-0.02, 0.36, -0.02], [-0.70, -0.60, 0.88], [0.01, 1.33, 0.08], [0.12, -0.34, -0.31], [0.17, 0.44, 0.09], [-0.14, 0.23, 0.24], [-0.06, -0.23, 0.13], [0.02, 0.06, -0.21], [0.10, 0.01, -0.02], [-0.08, -0.06, 0.22], [-0.04, -0.08, -0.18], [-0.10, -0.56, -0.35], [-0.03, 0.03, 0.04], [0.30, 0.23, -0.44], [-0.18, 0.10, 0.23], [0.03, -0.03, -0.04], [0.09, 0.09, 0.40], [0.00, 0.04, -0.15], [0.04, 0.09, 0.03], [0.08, 0.18, 0.11], [0.10, -0.09, 0.03], [0.01, -0.53, -0.25], [-0.02, -0.06, -0.03], [-0.14, 0.17, 0.08], [-0.05, -0.39, -0.02], [0.05, 0.02, -0.03], [-0.09, 0.22, 0.15], [0.00, -0.06, -0.14], [-0.13, 0.00, -0.03], [0.03, 0.10, -0.29], [-0.01, 0.17, -0.17], [0.14, 0.06, -0.12], [-0.13, -0.08, -0.03], [0.11, -0.10, 0.12], [-0.07, 0.04, 0.04], [0.00, -0.06, 0.03], [-0.02, -0.01, 0.08], [0.15, -0.01, -0.06], [0.00, -0.12, -0.03], [0.01, 0.03, 0.10], [-0.04, 0.19, 0.04], [0.02, -0.15, -0.01], [0.03, -0.03, 0.06], [-0.13, 0.19, 0.11], [-0.06, -0.02, 0.00], [0.02, -0.11, 0.26], [0.00, -0.02, 0.06]],
  "lowdin_charge": [0.77, 0.73, 0.92, 0.27, -0.37, -0.40, -0.04, -0.47, -0.46, -0.07, 0.10, -0.05, -0.17, -0.19, -0.25, -0.12, -0.02, -0.14, -0.06, -0.35, -0.05, -0.11, -0.06, -0.63, -0.06, -0.02, -0.06, -0.34, -0.05, -0.13, -0.38, -0.60, 0.08, 0.09, 0.05, 0.06, 0.11, 0.08, 0.08, 0.07, 0.08, 0.08, 0.11, 0.08, 0.11, 0.09, 0.08, 0.10, 0.09, 0.12, 0.09, 0.11, 0.08],
  "total_energy_ev": -293704.2545,
  "total_charge": -1,
  "mol_weight_g_mol": 691.89
}

=====

[3]
{
  "formula": "C4H5N3O",
  "method": "ωB97M-V with the def2-TZVPD basis set",
  "elements": ["O", "N", "N", "N", "C", "C", "C", "C", "H", "H", "H", "H", "H"],
  "coordinates": [[0.6417, -1.4297, 1.4307], [1.9512, -0.3429, -0.0189], [-1.9392, -0.0596, 1.3189], [-1.6959, 0.2200, 0.0839], [0.1009, 0.8328, -1.3898], [0.7314, -0.5049, 0.5702], [-0.3863, 0.1489, -0.2757], [0.4322, 1.4898, -2.3769], [2.1610, 0.4389, -0.7039], [-2.9702, -0.1469, 1.4156], [0.6924, 1.7403, -3.4853], [2.8032, -0.3231, 0.6964], [-1.3014, -0.7928, 1.7789]],
  "atomic_forces_ev_per_a": [[-1.08, 2.92, -1.03], [4.30, 2.40, 1.31], [-1.41, -2.45, 1.65], [4.33, 1.13, -2.05], [-0.20, 1.87, -3.47], [-0.25, -2.85, -0.36], [-1.62, -0.57, 2.69], [-0.02, -1.11, -0.99], [-1.10, -1.33, 1.15], [1.26, -0.19, 0.53], [-0.56, -0.36, 2.97], [-2.65, -0.77, -1.91], [-1.01, 1.32, -0.50]],
  "lowdin_charge": [-0.02, 0.10, 0.03, 0.03, -0.16, -0.45, -0.23, 0.10, 0.10, 0.12, 0.08, 0.17, 0.13],
  "total_energy_ev": -10743.0030,
  "mol_weight_g_mol": 111.10
}

=====

[4]
{
  "formula": "C3HN2PS",
  "method": "ωB97M-V with the def2-TZVPD basis set",
  "elements": ["S", "P", "N", "N", "C", "C", "C", "H"],
  "coordinates": [[-2.5280, 0.5483, 0.3178], [-1.0876, -0.2337, 1.4361], [0.8168, 2.1923, -0.7383], [0.0369, -1.8721, -1.4301], [0.1988, -1.0663, -0.6308], [0.6680, 1.1833, -0.1902], [0.3793, -0.1018, 0.3673], [1.5159, -0.6500, 0.8681]],
  "atomic_forces_ev_per_a": [[1.75, -0.86, 1.36], [-2.92, 0.82, 0.05], [-0.05, -1.07, 0.84], [-0.03, -0.23, -0.07], [-0.48, -1.43, -2.03], [0.25, 1.94, -1.08], [4.84, -1.25, 1.69], [-3.36, 2.08, -0.76]],
  "lowdin_charge": [0.21, 0.56, 0.19, 0.20, -0.40, -0.31, -0.68, 0.24],
  "total_energy_ev": -26228.6959,
  "mol_weight_g_mol": 128.10
}

=====

Short version: E_LUMO = 1.19, 1.90, -0.17, -2.51 eV, in the order given.
Short version: ΔE to the lowest compared entry with this formula, charge and spin = 68.00, 1.32, 106.35, 27.26 kcal per mole, in the order given.
Short version: frontier orbital gap = 11.209, 7.382, 8.393, 7.520 eV, in the order given.